6 unconnected molecules or ions with the total composition C45H104BN5 in a non-equilibrium geometry, computed with ωB97M-V/def2-TZVPD.

E: -56443.674 eV
LUMO level: -7.985 eV
gap between HOMO and LUMO: 10.118 eV

Geometry as ORCA input:
```
! RIJCOSX wB97M-V def2-TZVPD def2/J DEFGRID3
* xyz 4 1
B -0.35 -0.80 0.91
H 0.27 0.06 1.38
H -0.53 -0.62 -0.23
H 0.21 -1.81 1.05
H -1.41 -0.87 1.40
C 1.35 -3.36 -6.66
C 2.03 -3.98 -5.44
C 2.77 -2.90 -4.65
N 3.54 -3.45 -3.47
C 4.29 -2.27 -2.82
C 3.34 -1.21 -2.20
C 2.36 -1.79 -1.22
C 1.64 -2.98 -1.83
C 2.65 -3.99 -2.33
C 4.51 -4.52 -3.85
H 0.50 -2.73 -6.39
H 0.94 -4.09 -7.36
H 2.04 -2.74 -7.23
H 2.66 -4.83 -5.72
H 1.30 -4.44 -4.77
H 2.00 -2.26 -4.23
H 3.44 -2.28 -5.24
H 4.88 -1.77 -3.59
H 4.94 -2.68 -2.04
H 2.81 -0.70 -3.01
H 3.99 -0.48 -1.73
H 1.63 -1.03 -0.97
H 2.89 -2.12 -0.32
H 0.97 -2.62 -2.62
H 0.97 -3.47 -1.12
H 2.21 -4.87 -2.81
H 3.34 -4.38 -1.58
H 5.22 -4.72 -3.04
H 5.12 -4.09 -4.65
H 3.96 -5.39 -4.19
C -5.85 -2.84 -4.32
C -5.26 -2.15 -3.13
C -4.18 -2.96 -2.41
N -3.76 -2.41 -1.06
C -4.78 -2.62 0.07
C -5.06 -4.08 0.34
C -3.79 -4.81 0.75
C -2.75 -4.60 -0.35
C -2.46 -3.13 -0.58
C -3.47 -0.95 -1.10
H -6.69 -2.29 -4.72
H -6.07 -3.88 -4.08
H -5.22 -2.94 -5.22
H -6.08 -1.88 -2.46
H -4.78 -1.19 -3.38
H -3.25 -3.16 -2.95
H -4.52 -3.98 -2.25
H -5.69 -2.12 -0.25
H -4.27 -2.16 0.91
H -5.54 -4.54 -0.54
H -5.81 -4.24 1.11
H -4.00 -5.87 0.85
H -3.35 -4.46 1.69
H -3.07 -5.11 -1.25
H -1.82 -5.08 -0.05
H -1.81 -3.03 -1.45
H -2.12 -2.54 0.27
H -3.03 -0.66 -0.15
H -4.42 -0.43 -1.26
H -2.82 -0.68 -1.93
C 2.22 6.02 -1.58
C 1.75 4.70 -2.23
C 0.33 4.36 -1.78
N -0.20 3.06 -2.33
C -0.47 3.12 -3.83
C -1.61 4.08 -4.16
C -2.83 3.60 -3.41
C -2.65 3.60 -1.89
C -1.45 2.70 -1.55
C 0.76 1.93 -2.16
H 2.31 6.04 -0.49
H 1.41 6.75 -1.71
H 3.06 6.42 -2.12
H 2.38 3.90 -1.82
H 1.72 4.71 -3.32
H -0.35 5.18 -1.99
H 0.43 4.25 -0.70
H 0.50 3.33 -4.27
H -0.62 2.09 -4.17
H -1.37 5.13 -3.95
H -1.69 4.18 -5.24
H -3.70 4.15 -3.77
H -3.08 2.57 -3.68
H -2.57 4.61 -1.48
H -3.55 3.16 -1.47
H -1.23 2.68 -0.49
H -1.70 1.70 -1.90
H 0.28 1.01 -2.50
H 1.04 1.78 -1.12
H 1.64 2.06 -2.79
C -0.19 5.47 5.81
C -0.26 4.06 5.25
C -1.66 3.74 4.71
N -1.82 2.37 4.05
C -3.31 2.10 3.97
C -3.63 0.71 3.46
C -2.92 -0.42 4.18
C -1.46 -0.11 4.47
C -1.23 1.31 4.96
C -1.16 2.33 2.72
H -0.62 6.21 5.13
H 0.87 5.69 5.90
H -0.71 5.48 6.76
H 0.08 3.35 6.01
H 0.48 3.89 4.46
H -2.01 4.45 3.96
H -2.38 3.75 5.52
H -3.74 2.38 4.93
H -3.75 2.83 3.29
H -4.70 0.48 3.39
H -3.44 0.75 2.37
H -3.35 -0.54 5.18
H -3.05 -1.34 3.62
H -1.01 -0.80 5.19
H -0.84 -0.29 3.58
H -1.68 1.41 5.95
H -0.18 1.54 5.07
H -1.36 3.26 2.19
H -1.40 1.48 2.08
H -0.09 2.31 2.88
C 2.79 3.77 1.66
C 3.58 2.51 2.08
C 2.67 1.44 2.70
N 3.39 0.19 3.12
C 2.31 -0.77 3.69
C 2.88 -2.17 3.87
C 3.53 -2.67 2.60
C 4.71 -1.82 2.21
C 4.27 -0.35 2.04
C 4.27 0.53 4.32
H 3.26 4.36 0.87
H 2.58 4.45 2.48
H 1.86 3.44 1.18
H 4.29 2.84 2.84
H 4.09 2.14 1.20
H 1.85 1.22 2.02
H 2.09 1.80 3.56
H 1.55 -0.76 2.90
H 1.72 -0.39 4.53
H 2.06 -2.78 4.24
H 3.63 -2.19 4.67
H 2.80 -2.65 1.78
H 3.73 -3.74 2.72
H 5.17 -2.15 1.28
H 5.48 -1.85 2.98
H 3.82 -0.14 1.07
H 5.18 0.25 2.05
H 4.82 -0.37 4.53
H 3.66 0.83 5.17
H 4.94 1.34 4.03
*
```